Entry 1:
{
  "formula": "C30H34Ge2KN3S2",
  "method": "wB97M-V/def2-TZVPD",
  "symbols": ["K", "C", "C", "C", "C", "C", "C", "N", "N", "C", "C", "C", "C", "C", "N", "H", "H", "H", "H", "H", "H", "H", "H", "H", "C", "C", "S", "C", "C", "S", "H", "H", "H", "H", "H", "H", "C", "Ge", "C", "C", "Ge", "C", "C", "C", "C", "C", "C", "C", "C", "C", "C", "C", "C", "H", "H", "H", "H", "H", "H", "H", "H", "H", "H", "H", "H", "H", "H", "H", "H", "H", "H", "H"],
  "positions_angstrom": [[-2.510, -0.113, -1.168], [-1.951, 2.599, 4.667], [-2.772, 1.597, 4.149], [-2.582, 1.099, 2.873], [-1.543, 1.578, 2.038], [-0.736, 2.611, 2.569], [-0.938, 3.095, 3.852], [-1.421, 1.029, 0.795], [-0.255, 1.445, 0.100], [-0.431, 2.227, -1.005], [-1.610, 2.985, -1.209], [-1.697, 3.768, -2.337], [-0.654, 3.799, -3.260], [0.455, 3.023, -2.972], [0.572, 2.258, -1.893], [-2.098, 2.977, 5.671], [-3.577, 1.195, 4.755], [-3.228, 0.316, 2.491], [0.063, 3.013, 1.960], [-0.285, 3.879, 4.222], [-2.385, 2.974, -0.454], [-2.586, 4.366, -2.501], [-0.702, 4.393, -4.162], [1.303, 3.001, -3.652], [-2.720, -3.853, -4.861], [-3.133, -2.681, -3.991], [-2.072, -1.374, -3.906], [-4.387, -2.769, -3.328], [-5.222, -4.011, -3.573], [-5.026, -1.618, -2.275], [-1.698, -3.717, -5.203], [-3.368, -3.943, -5.738], [-2.787, -4.799, -4.316], [-5.202, -4.332, -4.615], [-6.252, -3.827, -3.277], [-4.847, -4.847, -2.972], [-1.248, -2.166, 1.634], [0.430, -1.958, 0.649], [0.217, -2.841, -1.090], [1.755, -3.016, 1.641], [1.257, 0.336, 0.398], [1.943, 0.876, 2.159], [2.927, 1.857, 2.281], [3.372, 2.272, 3.530], [2.841, 1.705, 4.682], [1.862, 0.726, 4.578], [1.419, 0.321, 3.326], [2.851, 0.333, -0.756], [3.464, 1.485, -1.257], [4.671, 1.415, -1.936], [5.288, 0.187, -2.147], [4.691, -0.966, -1.666], [3.485, -0.889, -0.973], [-1.307, -3.193, 2.003], [-2.106, -1.985, 0.985], [-1.318, -1.471, 2.470], [-0.197, -3.840, -0.930], [1.176, -2.939, -1.600], [-0.454, -2.303, -1.762], [1.335, -4.011, 1.808], [1.990, -2.569, 2.607], [2.685, -3.123, 1.082], [3.362, 2.306, 1.393], [4.135, 3.038, 3.605], [3.183, 2.030, 5.657], [1.429, 0.293, 5.471], [0.621, -0.412, 3.266], [2.976, 2.444, -1.140], [5.128, 2.322, -2.314], [6.224, 0.131, -2.690], [5.156, -1.930, -1.833], [3.039, -1.804, -0.607]],
  "forces_ev_per_angstrom": [[-0.28, -0.15, -0.33], [0.03, -0.05, -0.09], [0.04, 0.01, -0.04], [0.01, 0.02, 0.09], [0.03, 0.16, -0.12], [-0.06, 0.08, 0.05], [-0.04, -0.03, -0.05], [0.18, 0.01, 0.76], [0.27, 0.04, -0.61], [0.05, 0.08, 0.18], [0.02, 0.01, 0.11], [-0.09, -0.03, -0.01], [0.04, -0.04, 0.03], [-0.01, -0.03, 0.01], [0.10, 0.05, -0.02], [0.00, 0.01, 0.00], [0.00, 0.00, 0.00], [0.01, 0.01, 0.00], [-0.02, 0.01, 0.03], [0.00, -0.01, -0.01], [0.02, -0.03, -0.01], [-0.01, 0.00, 0.00], [0.01, 0.00, 0.00], [-0.01, 0.00, 0.00], [0.01, 0.03, 0.02], [-0.27, -0.07, 0.15], [0.06, -0.06, -0.19], [0.24, -0.03, -0.16], [0.00, 0.04, 0.05], [-0.03, -0.03, 0.03], [0.01, 0.01, 0.00], [0.01, 0.01, -0.01], [0.01, 0.01, -0.01], [-0.03, 0.01, -0.01], [0.01, 0.00, 0.01], [0.01, 0.00, -0.02], [-0.05, 0.01, 0.04], [0.03, 0.08, -0.10], [-0.04, 0.00, -0.02], [0.08, -0.06, 0.05], [-0.29, -0.17, 0.20], [0.01, 0.07, 0.10], [0.03, -0.08, 0.04], [-0.04, -0.02, 0.01], [0.00, 0.01, -0.05], [0.00, 0.00, -0.05], [0.03, 0.05, 0.00], [0.04, 0.15, -0.14], [0.02, -0.05, 0.01], [-0.02, -0.03, 0.00], [-0.03, 0.02, 0.02], [-0.06, 0.01, 0.01], [0.05, 0.11, -0.03], [-0.02, 0.03, 0.00], [-0.02, -0.02, 0.04], [-0.02, -0.03, -0.02], [0.01, 0.01, -0.02], [-0.01, 0.00, 0.00], [0.01, -0.04, -0.02], [0.04, 0.00, 0.02], [-0.01, 0.01, 0.00], [0.00, -0.03, 0.03], [-0.01, -0.02, 0.00], [-0.01, 0.00, 0.00], [0.00, 0.00, 0.00], [0.00, 0.00, -0.02], [0.01, -0.02, 0.00], [0.00, -0.02, 0.02], [-0.01, 0.00, 0.00], [0.00, 0.00, 0.01], [-0.01, -0.01, 0.01], [-0.01, -0.03, 0.01]],
  "multiplicity": 2,
  "gap_ev": [6.33, 5.71],
  "charge": -1
}

---

Entry 2:
{
  "formula": "C2HN2O2",
  "method": "wB97M-V/def2-TZVPD",
  "symbols": ["O", "C", "N", "C", "N", "O", "H"],
  "positions_angstrom": [[0.073, -1.571, 2.021], [0.407, -0.850, 1.100], [1.344, -0.242, 0.374], [-0.026, 0.091, 0.148], [-0.456, 0.665, -0.932], [-1.705, 0.919, -1.289], [0.363, 0.988, -1.422]],
  "forces_ev_per_angstrom": [[0.58, -0.25, -0.22], [-0.22, -0.15, 1.50], [-1.07, -0.35, 0.57], [0.96, 0.37, -2.14], [-0.31, -0.51, 1.74], [0.11, 0.24, -0.37], [-0.04, 0.65, -1.08]],
  "smiles": "O=c1nc1N[O-]",
  "multiplicity": 1,
  "gap_ev": 7.53,
  "charge": -1
}

---

E_tot, respectively: -6878.06337, -336.73289 Ha.